[1]
Computed, not measured: 12 unconnected molecules or ions with the total composition C39H95B5F20N8O6, with ωB97M-V/def2-TZVPD.

Results
electronic energy	-4554.60135	hartree
max |F|	0.0542	Eh/bohr
frontier orbital gap	9.344	eV
HOMO level	-13.1	eV
E_LUMO	-3.75	eV

```
! RIJCOSX wB97M-V def2-TZVPD def2/J DEFGRID3
* xyz 2 1
F -3.361 1.045 -2.863
F -4.264 -0.995 -2.870
F 1.534 4.665 -3.684
F -0.664 -3.963 3.386
F -5.636 0.826 -2.896
F 2.153 2.956 -2.320
F -2.701 -3.273 2.590
F 0.396 2.666 -3.711
F 1.383 2.670 1.799
F 3.983 -4.015 0.581
F -1.742 -2.469 4.552
F -0.598 1.972 2.755
F 4.762 -4.595 -1.475
F 5.394 -2.632 -0.566
F 0.203 4.116 -2.002
F 1.326 1.300 3.617
F -4.469 0.273 -1.038
F -2.605 -4.567 4.455
F 0.773 3.483 3.823
F 3.263 -2.892 -1.281
O -4.724 -0.978 2.954
O 3.546 -0.013 -0.272
O 3.784 -0.168 5.586
O -0.699 -3.068 -3.009
O -3.427 -4.302 -0.763
O -4.878 5.302 -5.500
N 5.078 -0.334 -1.752
N -5.370 -3.836 -1.864
N -3.835 -1.141 5.059
N 0.678 -5.536 -2.170
N -0.474 0.523 -0.092
N 0.094 -0.972 1.405
N 4.450 2.748 4.610
N -3.018 5.364 -3.040
C 4.394 0.572 -0.895
C 6.254 4.310 3.565
C -1.087 -1.837 -3.600
C -2.259 4.500 -3.960
C -3.841 -0.582 3.646
C -4.715 -2.519 0.207
C -4.384 -3.638 -0.723
C -4.917 -1.989 5.492
C -0.461 1.785 -0.786
C -0.670 -5.962 -2.562
C 3.188 -1.457 5.612
C 3.352 2.750 5.674
C -4.758 -3.778 -3.265
C 0.469 0.101 0.745
C 5.299 1.560 4.839
C -3.772 6.470 -3.713
C 1.350 -2.982 1.662
C 1.537 -5.530 -3.314
C 1.186 -6.546 -1.142
C 0.566 -4.258 -1.425
C 3.780 2.707 7.112
C -1.997 6.060 -2.196
C -6.051 5.165 -6.320
C 2.670 -6.500 -0.824
C -1.159 -1.312 0.930
C 1.923 -6.905 -3.779
C -1.479 5.191 -5.031
C 0.831 -1.744 2.364
C -3.970 4.559 -2.183
C -5.073 6.137 -4.356
C 4.762 0.119 4.648
C 5.261 4.000 4.693
C 0.503 -2.984 -2.213
C 3.907 2.715 3.255
C -1.559 -0.344 0.034
C -2.792 0.366 3.369
C 4.416 -0.532 -3.105
C 4.816 2.004 -0.980
C -3.226 3.807 -1.059
B -4.460 0.310 -2.425
B 1.105 3.624 -2.920
B 4.335 -3.535 -0.683
B -1.989 -3.658 3.686
B 0.724 2.390 2.968
H 4.114 1.738 7.493
H 5.643 -0.515 4.753
H -2.091 5.584 -5.821
H -5.697 4.630 -7.197
H 4.471 0.467 -3.516
H 3.975 -2.188 5.933
H 6.033 -0.107 -1.892
H -1.424 -1.074 -2.927
H -3.555 -0.379 5.675
H -6.110 -3.112 -1.850
H 5.745 4.056 5.675
H -5.817 -4.758 -1.733
H 5.856 2.118 -0.773
H 1.617 -1.056 2.669
H 2.814 -6.052 0.170
H -1.571 3.918 -3.339
H -1.821 -0.028 3.688
H -3.860 3.090 -0.546
H 2.320 -6.816 -4.800
H 2.354 -1.441 6.304
H -1.692 -2.152 1.341
H -5.889 5.691 -3.807
H 2.793 -1.739 4.608
H -1.274 5.330 -1.864
H -1.348 -5.775 -1.743
H 3.163 3.501 3.274
H 2.952 2.964 7.734
H -2.290 3.332 -1.326
H -3.922 -2.265 0.910
H 6.746 3.432 3.138
H -4.626 -3.017 5.467
H -6.162 6.209 -6.674
H 1.963 -3.647 2.308
H 2.776 1.842 5.524
H 2.424 -4.919 -3.121
H -5.292 -1.724 6.490
H 4.505 4.794 4.688
H 0.297 -2.002 3.269
H 4.714 2.921 2.571
H 7.124 4.790 4.001
H -4.009 7.219 -2.928
H 4.100 2.659 -0.485
H 4.733 2.211 -2.043
H -0.904 -5.333 -3.411
H -0.902 2.494 -0.061
H -0.900 4.405 -5.523
H 3.390 -6.185 -1.611
H -2.666 0.581 2.299
H 2.865 -7.574 -0.711
H 1.063 -7.568 -3.808
H -5.124 -1.650 -0.343
H -5.489 -2.946 0.871
H 0.606 -6.388 -0.230
H -2.952 3.890 -4.497
H -5.698 -1.773 4.761
H 3.400 -0.886 -2.854
H -5.410 -4.182 -4.022
H -1.959 -2.034 -4.222
H -1.487 6.764 -2.843
H 1.958 -2.732 0.797
H -4.618 -2.725 -3.434
H 1.420 0.563 0.879
H 1.366 -2.851 -2.859
H -0.972 1.632 -1.748
H 4.493 3.515 7.268
H -5.499 7.078 -4.763
H 2.835 3.640 5.461
H -0.335 -4.375 -0.830
H -6.909 4.802 -5.766
H 6.173 1.708 4.195
H 0.548 2.073 -0.925
H -0.338 -1.346 -4.210
H -4.383 3.766 -2.794
H 1.040 -4.951 -4.109
H 3.324 1.803 3.066
H 1.415 -4.313 -0.740
H -4.781 5.191 -1.841
H 0.494 -2.194 -1.457
H 5.742 4.920 2.824
H -2.969 -1.751 4.987
H 5.087 -1.297 -1.228
H -0.727 5.870 -4.662
H -0.644 -7.022 -2.724
H 0.460 -3.520 1.324
H -3.181 6.906 -4.516
H -2.436 6.500 -1.345
H 0.962 -7.517 -1.547
H -2.944 1.331 3.884
H -3.073 4.532 -0.284
H 4.364 -0.007 3.636
H -2.458 -0.189 -0.587
H -3.791 -4.213 -3.191
H 5.603 1.592 5.892
H 5.125 -1.182 -3.622
H 2.685 -7.353 -3.165
*
```

Atom charges from the Mulliken analysis, given in e for atoms 1 to 5:
1. F -0.05
2. F 0.02
3. F -0.32
4. F -0.28
5. F -0.34

[2]
Computed, not measured: a single C4H9NS2 molecule, with ωB97M-V/def2-TZVPD.

Results
ΔE to the lowest compared entry with this formula, charge and spin	0.659	eV
electronic energy	-1008.91904	hartree
max |F|	0.0480	Eh/bohr
frontier orbital gap	8.547	eV
HOMO level	-8.5	eV
E_LUMO	0.01	eV
structure (SMILES)	CSC(=S)[C@H](C)N

```
! RIJCOSX wB97M-V def2-TZVPD def2/J DEFGRID3
* xyz 0 1
S 0.144 0.273 -1.914
S -0.148 1.096 0.949
N 1.290 -1.860 0.997
C -0.364 2.590 -0.012
C -1.077 -1.987 0.874
C 0.055 -0.069 -0.309
C 0.159 -1.532 0.137
H -1.112 2.502 -0.757
H 0.181 -2.078 -0.854
H 2.165 -1.677 0.596
H 1.248 -1.286 1.838
H 0.641 2.786 -0.430
H -1.959 -1.808 0.338
H -1.051 -3.097 0.921
H -0.605 3.375 0.745
H -1.120 -1.624 1.927
*
```

Atom charges from the Mulliken analysis, given in e for atoms 1 to 5:
1. S -0.26
2. S 0.01
3. N -0.64
4. C -0.95
5. C -1.24

[3]
Computed, not measured: a molecular structure, C18H27N3O5S, with ωB97M-V/def2-TZVPD.

Results
ΔE to the lowest compared entry with this formula, charge and spin	21.461	eV
electronic energy	-1640.00720	hartree
max |F|	0.3782	Eh/bohr
frontier orbital gap	8.889	eV
HOMO level	-8.4	eV
E_LUMO	0.52	eV

```
! RIJCOSX wB97M-V def2-TZVPD def2/J DEFGRID3
* xyz 0 1
S 0.825 -2.742 -0.477
O -3.078 5.554 -2.321
O 2.653 -2.247 2.089
O 0.249 -2.422 -1.648
O 2.066 -3.391 -0.442
O 1.255 4.049 1.291
N 0.627 2.392 -0.286
N -0.847 3.951 -1.579
N 0.135 -3.551 0.815
C -1.219 4.494 -3.020
C 1.358 -1.184 0.633
C -3.031 5.082 -0.883
C 3.140 -2.293 3.345
C -1.401 -3.594 0.786
C 1.226 1.189 0.314
C 0.796 -4.817 1.312
C 0.381 -5.972 0.229
C 0.266 4.723 -0.781
C 0.974 -0.020 -0.293
C 2.175 0.003 2.097
C -2.173 3.887 -1.100
C -1.091 -5.635 -0.432
C -2.069 5.686 -2.842
C -1.949 -4.680 0.487
C 1.920 1.339 1.596
C 0.887 3.683 0.045
C 2.106 -1.143 1.710
H -2.852 -4.600 -0.228
H 1.231 -5.834 -0.456
H 0.419 -0.084 -1.069
H 2.889 0.057 2.996
H -0.199 5.559 -0.396
H -1.928 3.549 0.129
H 1.796 -4.533 1.285
H 0.299 -5.182 2.110
H 0.230 -6.734 0.745
H -1.639 3.719 -3.855
H 4.127 -1.664 3.129
H 1.100 4.900 -1.658
H -1.393 -6.377 -1.198
H -2.441 5.829 -0.229
H -2.083 -5.410 1.137
H -2.740 3.020 -1.581
H -1.215 6.679 -2.320
H 2.686 -1.858 4.123
H -0.281 4.647 -3.383
H -0.706 -4.940 -1.380
H -1.522 -2.581 0.140
H 0.338 2.273 -1.072
H -4.027 4.928 -0.653
H 2.302 2.313 2.056
H -1.676 -2.979 1.585
H 3.320 -3.275 3.374
H -2.217 6.236 -3.976
*
```

Atom charges from the Mulliken analysis, given in e for atoms 1 to 5:
1. S 1.04
2. O -0.20
3. O -0.30
4. O -0.66
5. O -0.72

[4]
Computed, not measured: a molecular structure, C15H31CeNO2P2, with ωB97M-V/def2-TZVPD.

Results
ΔE to the lowest compared entry with this formula, charge and spin	0.000	eV
electronic energy	-1952.44755	hartree
max |F|	0.0392	Eh/bohr
frontier orbital gap (alpha / beta)	4.197 / 4.192	eV
HOMO level (alpha / beta)	-13.5 / -13.5	eV
E_LUMO (alpha / beta)	-9.31 / -9.32	eV

```
! RIJCOSX wB97M-V def2-TZVPD def2/J DEFGRID3
* xyz 2 1
Ce -0.293 0.014 4.357
P 0.216 -1.570 1.944
P 0.029 1.640 1.943
O -2.042 0.886 5.677
O -0.055 1.676 5.990
N -1.310 1.724 6.324
C 1.072 3.127 2.012
C 0.621 1.667 -3.417
C -0.068 -0.679 0.321
C -1.780 0.934 -3.838
C -1.630 2.357 1.586
C 0.628 -1.438 -3.250
C 0.137 -1.934 5.439
C -0.813 -3.074 1.808
C -0.694 1.720 -3.164
C 1.338 0.774 -4.390
C 1.884 -2.275 1.646
C 0.414 0.782 0.328
C 1.740 -0.607 -3.824
C -1.356 -0.406 -4.482
C -0.674 -1.367 -3.549
H 0.500 -2.799 4.868
H -1.069 2.489 -2.479
H 2.276 1.286 -4.662
H -0.640 -3.564 0.843
H 2.110 -2.994 2.445
H -0.823 -2.137 5.952
H 0.884 -1.593 6.182
H 1.507 0.828 0.198
H -1.355 -2.122 -3.135
H -2.377 1.555 1.506
H -2.257 1.545 -4.626
H -1.916 3.001 2.430
H 0.434 -1.264 -0.471
H -0.767 -0.207 -5.385
H -1.623 2.949 0.656
H 2.247 -1.163 -4.634
H -1.152 -0.721 0.140
H 1.900 -2.781 0.664
H 0.979 -2.252 -2.603
H 2.113 2.830 2.184
H 0.755 3.725 2.873
H -0.553 -3.757 2.625
H -2.573 0.736 -3.097
H 0.783 0.638 -5.325
H 2.637 -1.475 1.672
H 1.285 2.389 -2.925
H 2.504 -0.463 -3.042
H -0.037 1.335 -0.515
H -1.870 -2.806 1.914
H 1.014 3.740 1.105
H -2.283 -0.897 -4.823
*
```

Atom charges from the Mulliken analysis, given in e for atoms 1 to 5:
1. Ce 1.25
2. P 0.46
3. P 0.56
4. O -0.30
5. O -0.34

[5]
Computed, not measured: a molecular structure, C38H56BF6N9O4S4Sn, with ωB97M-V/def2-TZVPD.

Results
electronic energy	-4706.55460	hartree
max |F|	0.0823	Eh/bohr
frontier orbital gap	5.846	eV
HOMO level	-2.2	eV
E_LUMO	3.67	eV

```
! RIJCOSX wB97M-V def2-TZVPD def2/J DEFGRID3
* xyz -2 1
Sn -0.800 -1.379 0.047
S -0.632 -2.283 -4.153
S 1.017 -1.095 -6.198
S -3.105 -4.179 -0.741
S -1.320 -3.403 1.642
F 3.253 -1.089 -4.608
F 2.527 -3.035 -5.227
F -2.465 -0.578 -4.659
F -3.288 -2.272 -3.517
F 3.596 -1.730 -6.637
F -2.714 -2.534 -5.679
O -0.343 -3.582 -4.696
O -0.448 -2.104 -2.670
O 0.532 -1.981 -7.225
O 1.339 0.236 -6.608
N 1.383 0.869 -0.598
N 0.090 -0.026 2.525
N 1.322 1.493 0.628
N -1.082 0.278 1.726
N -3.775 -3.553 4.122
N -5.304 -6.432 1.335
N 1.553 -1.778 0.694
N 2.219 -0.777 1.387
N 0.101 -1.057 -4.869
C 3.551 -0.815 1.089
C -2.622 -4.117 0.793
C 4.482 0.110 1.656
C -3.746 2.816 -2.495
C 1.136 1.819 -1.532
C -2.439 -1.918 -4.471
C -4.371 0.219 3.182
C 1.112 3.822 1.577
C 2.159 -3.574 -0.963
C 2.710 -1.738 -5.643
C 2.411 -4.872 -0.161
C 0.681 5.180 1.041
C -3.890 0.568 0.771
C 2.462 -2.385 -0.058
C -3.657 -4.057 3.074
C 0.936 2.838 0.503
C -1.690 -0.059 3.886
C 0.573 -0.709 4.850
C 5.265 -0.687 2.731
C -0.166 2.105 -3.683
C 0.782 2.999 -0.884
C 1.851 0.117 5.279
C 0.988 -2.164 4.420
C 0.287 3.443 2.853
C -4.110 2.561 -1.031
C 1.111 1.590 -2.984
C 2.410 2.146 -3.624
C -4.483 -5.594 1.428
C -0.281 -0.223 3.780
C -3.497 -4.668 1.791
C -3.422 0.891 2.200
C -3.277 1.298 -0.452
C -3.782 3.769 -0.163
C 5.407 0.696 0.538
C 3.717 -1.861 0.133
C 3.071 -3.577 -2.109
C -5.638 2.364 -0.998
C -2.101 0.413 2.631
B 1.448 0.448 1.880
H -0.589 2.857 2.646
H 0.869 2.737 3.450
H 1.711 -5.009 0.665
H -2.709 3.897 -0.132
H -6.102 3.267 -1.398
H 4.004 -4.148 -1.956
H 4.602 -2.216 -0.302
H -4.968 0.799 0.826
H 5.746 -0.019 -0.192
H -0.027 1.926 -4.742
H 0.081 -2.721 4.177
H -4.173 -0.851 3.231
H 3.244 1.427 -3.423
H 1.435 5.612 0.367
H -2.335 -0.141 4.747
H -6.023 2.176 0.064
H 2.776 -0.416 5.478
H 2.629 -4.163 -2.956
H 5.664 -1.642 2.340
H 4.569 -0.979 3.480
H -5.360 0.320 2.724
H -4.347 0.697 4.189
H -0.129 -0.793 5.686
H 2.624 3.129 -3.151
H 1.125 -3.504 -1.212
H 3.373 -4.728 0.456
H 6.200 -0.156 3.064
H 3.945 0.902 2.138
H 1.669 -2.107 3.512
H 2.142 0.782 4.475
H 2.123 1.071 2.837
H -5.901 1.442 -1.600
H -2.665 2.824 -2.561
H -3.966 1.862 -3.113
H 1.511 -2.727 5.205
H 2.192 3.947 1.826
H 2.351 2.274 -4.692
H 1.101 0.462 -3.101
H 2.494 -5.748 -0.849
H -4.159 4.671 -0.655
H -3.906 -0.542 0.615
H 3.409 -2.655 -2.513
H -1.080 1.586 -3.369
H -3.080 0.642 -1.334
H -0.016 4.275 3.490
H 0.436 5.913 1.838
H -0.254 5.011 0.527
H 4.819 1.471 0.036
H -2.280 1.699 -0.167
H -0.417 3.155 -3.460
H -3.440 1.955 2.403
H -4.216 3.734 -2.937
H 6.250 1.163 0.928
H 0.584 3.939 -1.357
H -4.139 3.664 0.816
H 1.569 0.770 6.081
*
```

Atom charges from the Mulliken analysis, given in e for atoms 1 to 5:
1. Sn 1.33
2. S 0.64
3. S 0.91
4. S -0.39
5. S -0.54

[6]
Computed, not measured: a gas-phase ion, C5H11N2S (charge +1), with ωB97M-V/def2-TZVPD.

Results
ΔE to the lowest compared entry with this formula, charge and spin	2.622	eV
electronic energy	-704.49421	hartree
max |F|	0.1989	Eh/bohr
frontier orbital gap	8.132	eV
HOMO level	-12.7	eV
E_LUMO	-4.53	eV
structure (SMILES)	[H]/N=C(/CS)[NH+]=C(C)C

```
! RIJCOSX wB97M-V def2-TZVPD def2/J DEFGRID3
* xyz 1 1
S 0.666 -3.922 0.710
N -0.437 0.016 0.256
N 1.266 -0.878 1.589
C 0.183 -2.285 0.043
C -1.475 1.814 -0.883
C 0.537 -1.040 0.727
C 1.081 1.871 -0.515
C -0.247 1.157 -0.339
H -1.381 -0.300 0.184
H 1.847 1.179 -0.137
H 0.611 -2.205 -0.969
H 0.887 2.699 0.159
H -0.888 -2.139 -0.096
H -1.384 2.565 -1.667
H -1.973 1.024 -1.486
H 1.180 2.146 -1.559
H -2.218 1.959 -0.118
H 0.298 -3.665 2.095
H 1.446 0.003 2.008
*
```

Atom charges from the Mulliken analysis, given in e for atoms 1 to 5:
1. S -0.15
2. N -0.23
3. N -0.29
4. C -0.77
5. C -1.40